Formula: C4H10NS2
Source: the OMol25 dataset
Level of theory: ωB97M-V with the def2-TZVPD basis set

Bonds (Å) are listed after each position.
Atoms and positions in Å:
1 C -0.26701 -0.36327 -1.92075  C2 1.498, N5 1.485, H8 1.017, H9 1.094
2 C -1.50649 -0.73364 -1.16594  C1 1.498, S6 1.894, H10 1.108, H11 1.153
3 C 0.33628 0.21014 0.46743  N5 1.516, S6 1.892, S7 1.839, H12 1.158
4 C 0.86663 1.26422 2.89194  S7 1.743, H13 1.134, H14 1.105, H15 1.042
5 N 0.30692 0.63786 -0.98688  C1 1.485, C3 1.516, H16 1.096, H17 1.042
6 S -0.71078 -1.36543 0.43227  C2 1.894, C3 1.892
7 S -0.28330 1.51476 1.60598  C3 1.839, C4 1.743
8 H 0.33678 -1.15650 -2.12385  C1 1.017
9 H -0.48029 0.20245 -2.83206  C1 1.094
10 H -2.27045 0.01685 -0.88356  C2 1.108
11 H -2.06073 -1.67891 -1.52371  C2 1.153
12 H 1.40121 0.01681 0.87820  C3 1.158
13 H 0.30830 1.68864 3.78291  C4 1.134
14 H 1.83049 1.80471 2.86962  C4 1.105
15 H 0.98975 0.25357 3.11307  C4 1.042
16 H 1.27380 0.91409 -1.42222  N5 1.096
17 H -0.34421 1.45118 -0.97256  N5 1.042

Calculated values
- energy above the lowest of the compared OMol25 structures with the same formula, charge and spin (kcal/mol) = 16.3
- SMILES = CS[C@@H]1[NH2+]CCS1
- charge = +1
- LUMO (eV) = -3.553

Results of the Mulliken charge analysis, in e, for atoms 1 through 8: -0.5787, -0.6046, -0.3378, -0.9379, -0.2242, -0.0199, 0.0279, 0.3650